# 1
The following is a quantum chemistry calculation of 10 unconnected molecules or ions with the total composition C14H50N2O10, from the OMol25 dataset.

The geometry in XYZ format:
```
76
Properties=species:S:1:pos:R:3
C 2.051 15.581 26.749
C 2.313 14.248 26.091
O 1.895 14.154 24.768
H 0.984 15.778 26.842
H 2.421 16.421 26.160
H 2.574 15.608 27.705
H 1.687 13.502 26.581
H 3.325 13.845 26.044
H 2.006 13.231 24.529
C 14.978 13.412 23.336
C 16.104 13.423 24.377
O 17.147 14.289 23.901
H 14.089 13.018 23.829
H 15.198 12.878 22.413
H 14.711 14.402 22.965
H 16.640 12.504 24.612
H 15.755 13.756 25.354
H 17.792 14.436 24.597
C 9.956 13.298 29.202
C 10.533 12.966 30.494
O 10.004 13.850 31.390
H 10.172 14.295 28.818
H 8.932 12.969 29.024
H 10.417 12.809 28.344
H 11.615 13.093 30.518
H 10.269 11.975 30.862
H 10.516 13.819 32.201
C 10.210 16.373 15.631
C 9.783 17.000 16.931
C 8.907 18.317 16.758
O 8.566 19.120 17.839
C 9.512 19.664 18.702
N 9.171 15.995 17.770
H 10.542 15.341 15.746
H 11.023 16.906 15.136
H 9.396 16.415 14.908
H 10.735 17.303 17.366
H 7.975 18.153 16.218
H 9.342 19.016 16.043
H 10.551 19.855 18.434
H 9.520 18.914 19.493
H 9.062 20.569 19.108
H 8.806 16.502 18.564
H 9.844 15.325 18.113
C 7.446 5.458 28.323
C 6.625 5.612 27.034
C 5.984 4.334 26.522
O 5.496 4.426 25.175
C 5.179 3.091 24.607
N 5.666 6.655 27.299
H 6.747 5.299 29.143
H 7.949 6.405 28.519
H 8.147 4.627 28.246
H 7.330 5.926 26.264
H 5.243 4.077 27.279
H 6.793 3.607 26.599
H 4.339 2.604 25.103
H 6.073 2.473 24.528
H 4.839 3.391 23.616
H 5.109 6.776 26.465
H 6.178 7.525 27.343
O 7.692 11.504 22.777
H 7.621 12.444 22.614
H 6.816 11.163 22.598
O 1.823 8.945 23.191
H 2.419 8.396 22.682
H 0.957 8.762 22.827
O 5.990 7.115 20.442
H 6.031 6.431 21.110
H 6.237 6.672 19.630
O 11.575 8.080 22.477
H 11.127 7.236 22.406
H 10.872 8.713 22.620
O 6.479 16.739 22.570
H 6.560 17.523 23.114
H 5.656 16.859 22.096
```

Calculated values
- ΔE to the lowest compared entry with this formula, charge and spin: 32.6 kcal/mol
- HOMO-LUMO gap: 9.271 eV
- Highest occupied orbital energy: -9.1 eV
- SMILES: COC[C@H](C)N.COC[C@H](C)N.CCO.CCO.CCO.O.O.O.O.O
- LUMO: 0.140 eV
- E_tot: -38779.66242 eV

Atomic partial charges in e from the Mulliken method, atoms 1 to 4: -0.99, -0.17, -0.54, 0.27



# 2
The following is a quantum chemistry calculation of 10 unconnected molecules or ions with the total composition H20O10, from the OMol25 dataset.

The geometry in XYZ format:
```
30
Properties=species:S:1:pos:R:3
O -1.495 -0.169 2.024
H -1.531 0.488 1.449
H -1.736 0.146 2.919
O 0.075 0.759 -2.451
H 0.809 0.143 -2.146
H 0.179 0.855 -3.371
O -1.567 -1.990 0.252
H -1.755 -1.198 -0.249
H -1.755 -1.560 1.096
O -1.710 2.022 0.593
H -0.768 2.166 0.316
H -2.035 2.914 0.522
O 0.580 2.613 -0.574
H 1.231 1.928 -0.163
H 0.404 2.256 -1.416
O 2.007 -0.773 -1.522
H 2.282 -0.165 -0.845
H 1.803 -1.592 -0.967
O -2.229 0.122 -1.260
H -2.417 1.023 -0.968
H -1.514 0.141 -1.925
O 2.184 0.812 0.645
H 2.950 1.181 0.952
H 1.510 0.296 1.069
O 1.043 -0.983 2.111
H 0.080 -1.037 2.183
H 1.309 -1.435 1.246
O 1.037 -2.742 0.148
H 0.931 -3.731 0.175
H 0.099 -2.491 0.154
```

Calculated values
- ΔE to the lowest compared entry with this formula, charge and spin: 51.6 kcal/mol
- HOMO-LUMO gap: 11.320 eV
- Highest occupied orbital energy: -10.9 eV
- SMILES: O.O.O.O.O.O.O.O.O.O
- LUMO: 0.464 eV
- E_tot: -20800.37527 eV

Atomic partial charges in e from the natural (NBO) method, atoms 1 to 4: -0.96, 0.50, 0.50, -1.01



# 3
The following is a quantum chemistry calculation of a single C25H23N3O4S molecule, from the OMol25 dataset.

The geometry in XYZ format:
```
56
Properties=species:S:1:pos:R:3
N 2.561 1.003 0.792
C 1.556 0.344 0.165
C 1.622 -1.018 -0.081
C 2.798 -1.840 0.146
O 3.834 -1.381 0.630
N 2.700 -3.134 -0.240
H 1.814 -3.476 -0.577
C 3.754 -4.091 -0.029
H 4.663 -3.525 0.188
H 3.907 -4.683 -0.936
C 3.445 -5.043 1.143
C 3.377 -4.293 2.491
H 3.711 -3.265 2.357
C 4.354 -5.064 3.382
H 3.835 -5.855 3.925
C 5.294 -5.679 2.346
H 6.053 -4.949 2.032
O 4.461 -6.026 1.259
H 5.790 -6.590 2.683
H 4.875 -4.426 4.091
H 2.368 -4.280 2.896
H 2.511 -5.578 0.925
S 0.133 -1.662 -0.751
C -0.590 -0.090 -0.707
N -1.832 0.088 -1.109
C -2.296 1.321 -0.996
C -1.549 2.401 -0.486
C -0.226 2.223 -0.110
C 0.286 0.906 -0.207
C 0.555 3.380 0.319
C 0.227 4.419 1.149
C 1.337 5.295 1.156
C 2.256 4.740 0.323
O 1.799 3.582 -0.184
H 3.234 5.055 0.015
H 1.431 6.210 1.703
H -0.675 4.531 1.713
C -2.386 3.642 -0.480
H -2.603 3.942 0.547
H -1.875 4.475 -0.964
C -3.688 3.244 -1.205
C -3.610 1.756 -1.410
C -4.545 0.920 -1.899
C -5.860 1.250 -2.351
C -6.559 2.431 -2.495
C -7.827 2.085 -3.005
C -7.821 0.728 -3.139
O -6.647 0.219 -2.752
H -8.567 0.041 -3.487
H -8.632 2.752 -3.240
H -6.216 3.419 -2.276
H -4.290 -0.128 -1.961
H -4.569 3.511 -0.621
H -3.765 3.745 -2.172
H 2.682 1.981 0.601
H 3.400 0.437 0.893
```

Calculated values
- ΔE to the lowest compared entry with this formula, charge and spin: 53.7 kcal/mol
- HOMO-LUMO gap: 6.938 eV
- Highest occupied orbital energy: -7.5 eV
- SMILES: Nc1c(C(=O)NC[C@@H]2CCCO2)sc2nc3c(c(-c4ccco4)c12)CC/C3=C\c1ccco1
- LUMO: -0.541 eV
- E_tot: -49793.76973 eV

Atomic partial charges in e from the natural (NBO) method, atoms 1 to 4: -0.79, 0.24, -0.38, 0.65



# 4
The following is a quantum chemistry calculation of a molecular structure, C2H8N2O, from the OMol25 dataset.

The geometry in XYZ format:
```
13
Properties=species:S:1:pos:R:3
C -0.230 0.492 0.019
C -1.851 -0.415 0.667
N 1.526 0.278 -0.853
N -0.163 -0.889 -0.040
O 2.945 0.383 -1.042
H 3.289 0.640 -0.179
H 1.219 -0.002 -1.786
H 0.378 -1.212 0.762
H -0.722 1.009 -0.795
H 0.110 1.071 0.869
H -1.871 -1.259 1.350
H -2.143 0.480 1.221
H -2.487 -0.575 -0.194
```

Calculated values
- ΔE to the lowest compared entry with this formula, charge and spin: 193.4 kcal/mol
- HOMO-LUMO gap (alpha / beta): 7.452 / 7.453 eV
- Highest occupied orbital energy (alpha / beta): -6.8 / -6.8 eV
- LUMO (alpha / beta): 0.699 / 0.699 eV
- E_tot: -7223.94142 eV

Atomic partial charges in e from the natural (NBO) method, atoms 1 to 4: -0.05, -0.53, -0.55, -0.48



# 5
The following is a quantum chemistry calculation of 3 unconnected molecules or ions with the total composition C2H13N5, from the OMol25 dataset.

The geometry in XYZ format:
```
20
Properties=species:S:1:pos:R:3
C 0.579 2.069 1.209
N 2.146 0.405 -0.506
N 0.436 1.589 -0.148
N 1.929 -0.736 0.040
H 1.810 0.350 -1.476
H 0.484 2.342 -0.823
H 0.318 -1.048 -0.194
H 2.343 -0.732 0.979
H 0.704 1.202 1.863
H 1.468 2.695 1.314
H -0.291 2.638 1.559
C -1.622 -1.560 0.487
N -0.738 -0.809 -0.397
N -0.954 -1.031 -1.789
H -0.287 0.643 -0.251
H -0.872 -2.026 -2.010
H -1.899 -0.738 -2.025
H -1.360 -1.329 1.518
H -1.529 -2.644 0.338
H -2.664 -1.279 0.310
```

Calculated values
- ΔE to the lowest compared entry with this formula, charge and spin: 60.4 kcal/mol
- HOMO-LUMO gap: 8.674 eV
- Highest occupied orbital energy: -7.7 eV
- SMILES: [H]/N=N/[H].CNN.CN
- LUMO: 0.988 eV
- E_tot: -9731.12488 eV

Atomic partial charges in e from the natural (NBO) method, atoms 1 to 4: -0.41, -0.25, -0.81, -0.54



# 6
The following is a quantum chemistry calculation of a gas-phase ion, C4H6Cl2N3 (charge +1), from the OMol25 dataset.

The geometry in XYZ format:
```
15
Properties=species:S:1:pos:R:3
C -0.109 1.296 0.397
C 0.580 -0.710 -0.709
C -1.536 0.993 1.002
C -2.451 0.112 0.263
N 0.752 0.615 -0.162
N -0.589 -0.966 -1.041
N 1.703 -1.286 -1.044
Cl -2.902 -1.339 0.838
Cl -3.160 0.609 -1.170
H 0.436 2.273 0.626
H -1.340 0.721 1.969
H -2.145 1.933 1.042
H -0.949 -1.836 -1.488
H 2.632 -1.183 -0.617
H 1.707 -2.102 -1.707
```

Calculated values
- Total charge: +1
- ΔE to the lowest compared entry with this formula, charge and spin: 70.8 kcal/mol
- HOMO-LUMO gap: 7.678 eV
- Highest occupied orbital energy: -13.7 eV
- LUMO: -6.023 eV
- E_tot: -33750.74167 eV

Atomic partial charges in e from the natural (NBO) method, atoms 1 to 4: 0.20, 0.56, -0.60, 0.14



- Which formula does entry 4 have?
  C2H8N2O